Entry 1:
This record from the OMol25 dataset describes a molecular structure, C46H45Cl3N7O2PPtS2. The level of theory is ωB97M-V with the def2-TZVPD basis set.

Each line ends with the Löwdin charge.
Cartesian coordinates (Å):
1 Pt 0.916 -0.738 0.316  1.172
2 C 2.425 3.514 0.570  -0.032
3 C 0.942 3.684 0.676  -0.246
4 C 0.323 4.859 0.269  -0.051
5 C -1.034 5.055 0.461  -0.050
6 C -1.790 4.085 1.103  -0.039
7 C -1.214 2.900 1.523  -0.207
8 C -1.994 1.872 2.280  -0.021
9 C 0.161 2.693 1.290  -0.251
10 N 0.706 1.504 1.769  0.096
11 C 1.055 1.407 2.992  -0.247
12 C 1.141 2.578 3.916  0.021
13 C 1.329 0.069 3.543  -0.223
14 C 1.607 -0.038 5.007  0.017
15 N 1.190 -0.944 2.777  0.088
16 C 1.389 -2.242 3.208  -0.251
17 C 0.289 -3.122 3.147  -0.257
18 C -1.010 -2.645 2.573  -0.040
19 C 0.437 -4.408 3.647  -0.059
20 C 1.660 -4.842 4.130  -0.050
21 C 2.755 -3.997 4.103  -0.016
22 C 2.648 -2.688 3.660  -0.211
23 C 3.860 -1.813 3.662  -0.030
24 H 2.817 3.929 -0.354  0.085
25 H 2.706 2.468 0.654  0.003
26 H 2.905 4.056 1.385  0.100
27 H 0.922 5.641 -0.174  0.121
28 H -1.494 5.979 0.148  0.114
29 H -2.835 4.264 1.306  0.118
30 H -1.757 0.873 1.916  0.060
31 H -3.059 2.050 2.183  0.079
32 H -1.744 1.919 3.339  0.088
33 H 1.016 3.514 3.380  0.096
34 H 2.104 2.580 4.419  0.103
35 H 0.369 2.517 4.679  0.101
36 H 2.586 0.375 5.244  0.106
37 H 1.580 -1.075 5.328  0.098
38 H 0.871 0.523 5.576  0.099
39 H -0.830 -2.023 1.680  0.029
40 H -1.551 -2.037 3.297  0.094
41 H -1.638 -3.489 2.301  0.087
42 H -0.412 -5.073 3.652  0.121
43 H 1.765 -5.842 4.517  0.113
44 H 3.712 -4.347 4.452  0.125
45 H 4.710 -2.362 3.265  0.082
46 H 4.118 -1.525 4.682  0.095
47 H 3.717 -0.919 3.061  0.064
48 N 0.762 -4.645 0.601  0.215
49 C 0.912 -4.240 -0.652  -0.615
50 N 0.821 -3.014 -1.079  0.040
51 C 1.072 -2.926 -2.412  -0.311
52 C 1.259 -4.144 -3.044  -0.262
53 S 1.198 -5.430 -1.944  1.185
54 C 1.286 -1.662 -3.045  -0.332
55 C 1.429 -1.487 -4.407  -0.278
56 S 1.950 0.092 -4.773  1.147
57 C 1.949 0.438 -3.032  -0.684
58 N 1.540 -0.547 -2.294  0.031
59 N 2.354 1.626 -2.598  0.167
60 H 0.845 -3.953 1.341  0.075
61 H 1.033 -5.587 0.838  0.134
62 H 1.490 -4.304 -4.074  0.094
63 H 1.270 -2.199 -5.193  0.092
64 H 2.699 2.314 -3.244  0.125
65 H 2.360 1.812 -1.609  0.060
66 Cl 4.611 -1.397 -2.143  0.684
67 C 4.362 -1.381 -0.396  -1.450
68 Cl 3.656 0.173 0.077  0.658
69 Cl 5.897 -1.613 0.447  0.676
70 C 3.369 -2.554 0.027  -0.807
71 O 3.588 -3.649 -0.430  0.054
72 O 2.471 -2.189 0.817  -0.244
73 N -0.677 0.093 -0.372  -0.306
74 P -1.684 0.508 -1.513  0.886
75 C -2.550 -0.852 -2.367  -0.298
76 C -3.625 -0.546 -3.198  -0.081
77 C -4.257 -1.565 -3.888  -0.047
78 C -3.818 -2.874 -3.757  -0.051
79 C -2.759 -3.173 -2.914  -0.060
80 C -2.131 -2.163 -2.203  -0.083
81 C -3.083 1.504 -0.887  -0.297
82 C -4.008 0.813 -0.110  -0.100
83 C -5.182 1.434 0.272  -0.059
84 C -5.431 2.741 -0.116  -0.051
85 C -4.499 3.434 -0.872  -0.063
86 C -3.319 2.819 -1.261  -0.079
87 C -0.946 1.547 -2.818  -0.293
88 C -0.287 2.696 -2.394  -0.121
89 C 0.121 3.637 -3.324  -0.067
90 C -0.129 3.430 -4.672  -0.052
91 C -0.735 2.257 -5.093  -0.075
92 C -1.139 1.307 -4.170  -0.089
93 H -3.965 0.476 -3.295  0.121
94 H -5.093 -1.334 -4.530  0.117
95 H -4.311 -3.661 -4.309  0.116
96 H -2.430 -4.196 -2.811  0.107
97 H -1.328 -2.366 -1.509  0.067
98 H -3.798 -0.212 0.168  0.116
99 H -5.912 0.892 0.853  0.115
100 H -6.360 3.215 0.161  0.116
101 H -4.698 4.449 -1.179  0.117
102 H -2.603 3.358 -1.865  0.103
103 H -0.124 2.842 -1.337  0.083
104 H 0.609 4.544 -2.998  0.115
105 H 0.139 4.185 -5.394  0.117
106 H -0.915 2.090 -6.143  0.117
107 H -1.622 0.399 -4.496  0.106

Output
spin multiplicity = 5
HOMO-LUMO gap (alpha / beta) = 0.27717 / 0.18014 hartree
<S²> = 6.045
DFT total energy = -4950.73451 Eh
E_HOMO (alpha / beta) = -12.949 / -13.040 eV
total charge = +2


Entry 2:
This record from the OMol25 dataset describes C23H25ClN6O in the gas phase. The level of theory is ωB97M-V with the def2-TZVPD basis set.

Each line ends with the Löwdin charge.
Cartesian coordinates (Å):
1 C 0.927 -3.632 0.246  -0.012
2 C 1.699 -2.982 1.350  -0.235
3 C 1.074 -2.641 2.504  0.032
4 C 1.770 -2.031 3.589  -0.162
5 C 1.130 -1.624 4.749  -0.236
6 C -0.254 -1.770 4.912  -0.234
7 N -1.392 -1.890 5.023  0.151
8 C 1.834 -1.033 5.807  -0.233
9 N 2.425 -0.548 6.666  0.151
10 C 3.174 -1.883 3.394  0.038
11 C 3.776 -2.232 2.231  -0.225
12 N 3.047 -2.752 1.184  0.006
13 C 3.664 -2.915 -0.116  -0.109
14 H 4.697 -3.238 0.009  0.117
15 H 3.137 -3.688 -0.672  0.119
16 C 3.641 -1.609 -0.939  -0.147
17 N 2.286 -1.211 -1.261  -0.179
18 C 1.816 -0.087 -0.468  -0.161
19 H 2.519 0.763 -0.499  0.131
20 C 0.448 0.389 -0.943  -0.133
21 N 0.536 0.858 -2.311  -0.045
22 C -0.460 1.497 -3.003  -0.489
23 O -0.316 1.805 -4.169  0.063
24 N -1.594 1.756 -2.268  0.148
25 C -2.732 2.457 -2.665  -0.216
26 C -2.867 3.057 -3.914  -0.013
27 C -4.028 3.739 -4.226  -0.071
28 C -5.069 3.841 -3.319  -0.120
29 C -4.926 3.241 -2.079  -0.677
30 C -3.775 2.554 -1.743  -0.057
31 H -3.688 2.097 -0.769  0.109
32 Cl -6.207 3.349 -0.921  0.672
33 H -5.973 4.373 -3.565  0.101
34 H -4.124 4.202 -5.196  0.108
35 H -2.064 2.982 -4.627  0.098
36 H -1.642 1.395 -1.328  0.117
37 C 1.679 0.378 -3.062  -0.122
38 C 1.957 -1.071 -2.676  -0.144
39 H 2.765 -1.469 -3.293  0.119
40 H 1.056 -1.663 -2.886  0.124
41 H 1.435 0.462 -4.123  0.125
42 H 2.558 1.003 -2.864  0.132
43 H -0.268 -0.441 -0.852  0.133
44 H 0.132 1.204 -0.282  0.132
45 H 1.730 -0.407 0.574  0.118
46 H 4.215 -1.793 -1.852  0.124
47 H 4.152 -0.817 -0.377  0.116
48 C 5.261 -2.093 2.091  -0.012
49 H 5.540 -1.435 1.271  0.080
50 H 5.726 -3.065 1.927  0.095
51 H 5.668 -1.680 3.009  0.090
52 H 3.764 -1.483 4.204  0.116
53 H 0.019 -2.835 2.618  0.116
54 H 0.986 -3.042 -0.666  0.067
55 H 1.304 -4.635 0.046  0.095
56 H -0.115 -3.720 0.541  0.090

Output
HOMO-LUMO gap = 0.28834 hartree
DFT total energy = -1755.41822 Eh
E_HOMO = -7.902 eV
SMILES = CC1=CC(=C(C#N)C#N)C=C(C)N1CCN1CCN(C(=O)Nc2cccc(Cl)c2)CC1
total charge = 0


Entry 3:
This record from the OMol25 dataset describes a molecular structure, C42H37IrN5O6S3. The level of theory is ωB97M-V with the def2-TZVPD basis set.

Each line ends with the Löwdin charge.
Cartesian coordinates (Å):
1 Ir 1.097 1.426 -1.785  1.233
2 C -7.037 -0.187 9.086  -0.068
3 O -7.274 -0.582 7.743  -0.067
4 C -6.312 -0.335 6.831  -0.277
5 C -5.089 0.264 7.118  -0.008
6 C -4.174 0.469 6.096  -0.025
7 C -4.453 0.089 4.790  -0.162
8 C -5.685 -0.515 4.516  -0.012
9 C -6.601 -0.724 5.520  0.017
10 C -3.507 0.291 3.694  -0.250
11 N -3.682 -0.122 2.458  0.198
12 C -2.563 0.281 1.779  -0.175
13 C -1.691 0.947 2.614  -0.133
14 N -2.308 0.944 3.842  0.188
15 C -0.425 1.446 2.188  -0.064
16 C 0.559 2.034 2.998  0.019
17 C 1.765 2.375 2.447  -0.012
18 C 1.988 2.188 1.077  -0.052
19 N 1.050 1.686 0.290  -0.017
20 C -0.127 1.273 0.827  -0.126
21 C -1.010 0.552 -0.053  -0.140
22 N -0.570 0.341 -1.322  -0.054
23 C -1.325 -0.359 -2.153  -0.108
24 C -2.565 -0.880 -1.772  -0.005
25 C -3.026 -0.683 -0.495  0.035
26 C -2.231 0.043 0.403  -0.071
27 H -7.930 -0.458 9.639  0.096
28 H -6.879 0.891 9.157  0.097
29 H -6.176 -0.714 9.505  0.097
30 H -4.839 0.570 8.123  0.105
31 H -3.228 0.930 6.354  0.106
32 H -5.907 -0.813 3.501  0.114
33 H -7.557 -1.188 5.319  0.126
34 H -1.978 1.376 4.686  0.149
35 H 0.379 2.188 4.055  0.121
36 H 2.555 2.802 3.049  0.119
37 H 2.916 2.470 0.594  0.097
38 H -0.926 -0.517 -3.143  0.073
39 H -3.138 -1.441 -2.496  0.119
40 H -3.975 -1.078 -0.160  0.128
41 O 2.743 -0.060 -1.669  -0.639
42 S 4.257 0.107 -1.699  1.059
43 C 4.971 -1.596 -1.622  -0.277
44 C 4.091 -2.791 -1.965  -0.230
45 C 3.170 -3.225 -0.839  -0.239
46 C 2.307 -4.415 -1.251  -0.311
47 S 0.701 -3.910 -1.923  0.983
48 O 0.868 -2.511 -2.412  -0.520
49 C -0.102 -3.845 -0.333  -0.398
50 C 0.071 -2.758 0.502  -0.075
51 C -0.571 -2.745 1.728  -0.065
52 C -1.390 -3.807 2.102  -0.065
53 C -1.572 -4.880 1.248  -0.069
54 C -0.928 -4.901 0.022  -0.083
55 C 4.677 0.402 -3.404  -0.398
56 C 5.741 1.253 -3.659  -0.077
57 C 6.114 1.488 -4.976  -0.062
58 C 5.415 0.882 -6.010  -0.065
59 C 4.341 0.042 -5.739  -0.061
60 C 3.965 -0.203 -4.429  -0.105
61 H 5.351 -1.684 -0.603  0.091
62 H 5.818 -1.525 -2.304  0.097
63 H 4.766 -3.618 -2.206  0.126
64 H 3.500 -2.583 -2.859  0.099
65 H 2.543 -2.381 -0.547  0.076
66 H 3.766 -3.511 0.032  0.125
67 H 2.102 -5.093 -0.422  0.096
68 H 2.783 -4.994 -2.045  0.089
69 H 0.689 -1.928 0.183  0.100
70 H -0.436 -1.905 2.397  0.105
71 H -1.892 -3.791 3.060  0.109
72 H -2.221 -5.698 1.532  0.111
73 H -1.070 -5.731 -0.661  0.111
74 H 6.261 1.734 -2.839  0.117
75 H 6.940 2.151 -5.192  0.110
76 H 5.705 1.069 -7.036  0.109
77 H 3.796 -0.420 -6.551  0.112
78 H 3.122 -0.843 -4.199  0.093
79 O -0.247 2.865 -2.027  -0.257
80 N -0.197 3.432 -3.263  -0.163
81 C -0.676 4.690 -3.333  -0.002
82 C -0.757 5.330 -4.535  -0.036
83 C -0.324 4.655 -5.682  -0.043
84 C 0.181 3.385 -5.574  -0.060
85 C 0.266 2.748 -4.328  -0.594
86 S 0.920 1.174 -4.094  0.760
87 H -0.976 5.104 -2.383  0.144
88 H -1.142 6.337 -4.578  0.115
89 H -0.374 5.137 -6.648  0.118
90 H 0.545 2.845 -6.437  0.115
91 O 4.255 2.867 -0.912  -0.070
92 C 3.585 3.318 -1.829  -0.507
93 O 2.483 2.864 -2.309  -0.252
94 H 3.946 4.190 -2.401  0.140

Output
HOMO-LUMO gap = 0.26348 hartree
DFT total energy = -3646.67369 Eh
E_HOMO = -9.971 eV
total charge = +1